#P
ORCA calculation (ωB97M-V/def2-TZVPD) on a 2-piece molecular cluster, C5H13NO3 overall.

Geometry (Å):
C (0.1246, -1.9833, 0.4728)
N (-0.5438, -0.7522, 0.7867)
C (-1.9078, -1.0198, 1.1423)
C (-0.0311, -0.0879, -1.7280)
C (-0.1520, 0.3093, -0.1884)
C (1.2872, 0.7548, 0.0412)
O (1.7839, 0.3450, 1.3081)
O (1.9386, 1.3942, -0.6696)
H (0.9564, -1.8868, -0.2516)
H (0.7340, -2.3993, 1.3404)
H (-0.3705, -2.7277, -0.1038)
H (-1.7140, -1.6855, 2.0631)
H (-2.4460, -0.0235, 1.1621)
H (-2.6303, -1.5605, 0.4633)
H (0.4028, 0.7895, -2.3100)
H (-0.9784, -0.4454, -1.9567)
H (0.5445, -1.0242, -1.9388)
H (-0.7282, 1.2346, -0.0741)
H (1.2423, -0.1156, 1.8405)
H (1.2976, 3.5533, -1.1030)
H (0.6779, 3.5314, 0.2879)
O (0.5122, 3.7999, -0.5844)

E_LUMO   0.02347 Ha
2S+1   1
Kohn-Sham gap   9.848 eV
Total charge   0
Highest occupied orbital energy   -9.2 eV
Structure (SMILES)   C[C@H](C(=O)O)N(C)C.O


#Q
ORCA calculation (ωB97M-V/def2-TZVPD) on a 2-piece molecular cluster, C5H13NO3 overall.

Geometry (Å):
C (0.1776, -1.7041, -0.2342)
C (-1.5480, 1.1861, 0.0734)
C (-0.0918, 0.8012, -1.8136)
C (-0.2008, -2.1554, 1.1307)
N (-0.3375, 0.5231, -0.4002)
H (1.0356, -2.1844, -0.6799)
H (-0.6443, -1.6400, -0.9368)
H (0.8404, 0.3293, -2.1159)
H (-0.9114, 0.3876, -2.4046)
H (-1.7623, 0.8857, 1.0938)
H (-2.3797, 0.9004, -0.5752)
H (-1.4406, 2.2776, 0.0435)
H (-0.0228, 1.8772, -2.0037)
H (-0.6216, -3.1659, 1.0348)
H (0.6634, -2.1893, 1.7888)
H (-0.9552, -1.5126, 1.5803)
C (0.9044, 0.6788, 0.4178)
O (0.4433, 0.7608, 1.7563)
O (1.5600, 1.9104, 0.1162)
O (1.6705, -0.3657, 0.1512)
H (2.3804, 1.6554, -0.3207)
H (1.2405, 0.7440, 2.2980)

E_LUMO (alpha / beta)   0.01576 / 0.01578 Ha
2S+1   1
Kohn-Sham gap (alpha / beta)   9.098 / 9.099 eV
Total charge   0
Highest occupied orbital energy (alpha / beta)   -8.7 / -8.7 eV


Going by the computed energies, the most stable comes first: #P, #Q.


#P
ORCA calculation (ωB97M-V/def2-TZVPD) on a 2-piece molecular cluster, C5H13NO3 overall.

Geometry (Å):
C (0.2468, 0.7215, -0.3547)
N (1.1695, 0.5065, -1.4671)
C (0.6611, -0.1211, -2.5688)
O (1.2977, -0.9159, -3.2325)
C (-0.2334, -0.5580, 0.3213)
C (0.6278, -1.1112, 1.4588)
C (0.9625, -0.0686, 2.5115)
O (-0.1447, 0.7198, 2.8942)
H (0.7108, 1.3547, 0.4059)
H (-0.5770, 1.3610, -0.6784)
H (2.0948, 0.1632, -1.2534)
H (-0.3674, 0.1094, -2.8773)
H (-0.5631, -1.3038, -0.4158)
H (-1.2733, -0.4336, 0.6385)
H (1.5032, -1.5129, 0.9397)
H (0.1101, -1.9461, 1.9325)
H (1.3368, -0.5224, 3.4213)
H (1.7740, 0.5362, 2.1348)
H (-0.8496, 0.6347, 2.2548)
H (-4.1207, 0.2776, 0.1990)
H (-3.3160, 0.2239, -1.0082)
O (-3.4354, 0.8030, -0.2410)

E_LUMO   0.01238 Ha
2S+1   1
Kohn-Sham gap   10.137 eV
Total charge   0
Highest occupied orbital energy   -9.8 eV
Structure (SMILES)   O=CNCCCCO.O


#Q
ORCA calculation (ωB97M-V/def2-TZVPD) on C5H13NO3 in the gas phase.

Geometry (Å):
C (-1.2916, -0.0305, 0.1927)
C (-0.0156, 0.6903, -0.2356)
C (0.9603, -0.3078, -1.0442)
C (0.7405, 1.3774, 0.9056)
C (2.0275, -1.0439, -0.2423)
N (-2.1295, 0.9280, 0.9862)
O (-1.0371, -1.1313, 0.9976)
O (-2.0973, -0.4268, -0.8668)
O (0.1949, -1.2600, -1.7922)
H (-1.5106, -0.9044, 1.8151)
H (-1.4787, -0.7296, -1.5645)
H (0.0856, -2.0548, -1.2298)
H (-0.2976, 1.4493, -0.9763)
H (1.4790, 0.3101, -1.7868)
H (-3.0429, 0.4719, 1.0213)
H (-2.3155, 1.7197, 0.3715)
H (1.6748, 1.8177, 0.5435)
H (0.1522, 2.1942, 1.3344)
H (0.9781, 0.6766, 1.7128)
H (2.7622, -0.3552, 0.1846)
H (1.5881, -1.6459, 0.5588)
H (2.5733, -1.7451, -0.8857)

E_LUMO   0.03117 Ha
2S+1   1
Kohn-Sham gap   10.694 eV
Total charge   0
Highest occupied orbital energy   -9.8 eV
Structure (SMILES)   C[C@@H](O)[C@H](C)C(N)(O)O


Going by the computed energies, the most stable comes first: #Q, #P.


#P
ORCA calculation (ωB97M-V/def2-TZVPD) on a 20-piece molecular cluster, C40H120O20 overall.

Geometry (Å):
C (7.1055, 5.0086, -0.1695)
C (6.4910, 3.5997, -0.0558)
O (5.0803, 3.7352, -0.0817)
H (6.7498, 5.6307, -0.9908)
H (8.1937, 4.9482, -0.1508)
H (6.9834, 5.5878, 0.7458)
H (6.8789, 3.0533, 0.8039)
H (6.6993, 3.0811, -0.9917)
H (4.7345, 2.8620, -0.2809)
C (1.9837, -4.7233, 1.8760)
C (2.2561, -4.0694, 3.2514)
O (1.3363, -2.9599, 3.3054)
H (1.8520, -3.9281, 1.1422)
H (1.0899, -5.3399, 1.7815)
H (2.7665, -5.3315, 1.4229)
H (3.3104, -3.8189, 3.3688)
H (2.1271, -4.7515, 4.0918)
H (0.4605, -3.3133, 3.4777)
C (4.3639, -0.9450, 3.3862)
C (5.5062, -0.3269, 2.5848)
O (5.2185, -0.5709, 1.2250)
H (4.4628, -0.7575, 4.4554)
H (4.3410, -2.0345, 3.3629)
H (3.4591, -0.6825, 2.8380)
H (6.4487, -0.8395, 2.7771)
H (5.5503, 0.7601, 2.6528)
H (5.2727, -1.5252, 1.1348)
C (0.7446, -1.1445, 0.6104)
C (-0.2237, -0.0642, 0.1618)
O (-1.1699, -0.6705, -0.6247)
H (1.4354, -0.7851, 1.3731)
H (1.3704, -1.5273, -0.1958)
H (0.2786, -2.0334, 1.0357)
H (0.1934, 0.8204, -0.3196)
H (-0.6876, 0.4361, 1.0119)
H (-1.9071, -0.0569, -0.6644)
C (-2.1224, 5.2110, 4.7778)
C (-2.3324, 5.5426, 3.3473)
O (-3.6716, 5.8216, 3.3525)
H (-2.3773, 6.1173, 5.3272)
H (-1.0603, 5.0655, 4.9751)
H (-2.6403, 4.2888, 5.0412)
H (-2.2020, 4.7013, 2.6666)
H (-1.7781, 6.4471, 3.0967)
H (-3.9137, 6.7331, 3.5316)
C (-4.7599, 0.7298, -0.5061)
C (-3.8526, 1.9243, -0.2409)
O (-2.6973, 2.0562, -1.1035)
H (-5.2006, 0.6542, -1.5002)
H (-5.6325, 0.8176, 0.1411)
H (-4.3056, -0.2209, -0.2270)
H (-3.4826, 1.8617, 0.7825)
H (-4.4826, 2.8072, -0.3490)
H (-2.1800, 2.8604, -1.0179)
C (6.5073, -4.7130, -1.0760)
C (5.1861, -4.1409, -0.4207)
O (5.4224, -3.2478, 0.6856)
H (6.4093, -5.1855, -2.0533)
H (7.0178, -5.3835, -0.3847)
H (7.1344, -3.8216, -1.0956)
H (4.6689, -5.0815, -0.2314)
H (4.7200, -3.4621, -1.1348)
H (5.3779, -3.7895, 1.4769)
C (-3.0617, 1.2415, 3.9008)
C (-3.2119, -0.1453, 3.2305)
O (-3.3851, -1.2707, 4.0764)
H (-2.6559, 2.0183, 3.2528)
H (-2.5317, 1.1120, 4.8444)
H (-4.0569, 1.5741, 4.1960)
H (-2.4229, -0.3932, 2.5205)
H (-4.0925, -0.0906, 2.5904)
H (-2.5070, -1.6000, 4.2818)
C (0.8049, 1.4606, 5.4603)
C (1.1094, -0.0399, 5.5577)
O (-0.0252, -0.8506, 5.5193)
H (1.7381, 2.0115, 5.3427)
H (0.1662, 1.7927, 6.2788)
H (0.3364, 1.6405, 4.4928)
H (1.5815, -0.2808, 6.5101)
H (1.7083, -0.3565, 4.7037)
H (0.1025, -1.6810, 5.0548)
C (-1.8214, 6.3021, -0.1432)
C (-1.3734, 5.7403, -1.3980)
O (-0.9747, 4.3895, -1.1645)
H (-1.1457, 6.0671, 0.6792)
H (-2.7904, 5.9118, 0.1678)
H (-1.9442, 7.3793, -0.0307)
H (-0.5133, 6.2932, -1.7756)
H (-2.1327, 5.8032, -2.1775)
H (-0.2451, 4.3651, -0.5410)
C (0.8018, 4.3919, 2.5797)
C (1.8313, 4.4639, 1.4676)
O (1.4323, 5.4619, 0.5308)
H (1.3133, 3.7968, 3.3362)
H (-0.0697, 3.8685, 2.1864)
H (0.4443, 5.3641, 2.9190)
H (1.8431, 3.4709, 1.0183)
H (2.7638, 4.7465, 1.9562)
H (2.1537, 5.7565, -0.0299)
C (-4.4952, 1.8160, -5.4970)
C (-4.1040, 1.8448, -4.0495)
O (-2.7209, 2.1548, -4.0003)
H (-5.5810, 1.7596, -5.5737)
H (-4.1606, 0.8445, -5.8608)
H (-4.0570, 2.6185, -6.0903)
H (-4.3688, 0.8852, -3.6054)
H (-4.6167, 2.6629, -3.5437)
H (-2.4308, 2.1753, -3.0855)
C (-3.0257, -3.9911, 2.4473)
C (-2.0409, -4.5382, 3.4921)
O (-1.3585, -3.5047, 4.1862)
H (-3.5574, -4.8124, 1.9668)
H (-2.5344, -3.5979, 1.5572)
H (-3.7782, -3.2961, 2.8199)
H (-1.3844, -5.3009, 3.0732)
H (-2.6746, -5.0873, 4.1886)
H (-1.1622, -3.7949, 5.0800)
C (2.1983, 5.5504, -3.1070)
C (3.6974, 5.5460, -3.0364)
O (4.1955, 5.9557, -1.7929)
H (1.6369, 6.4574, -2.8828)
H (1.7238, 4.7155, -2.5915)
H (2.0800, 5.4395, -4.1849)
H (4.1129, 6.0557, -3.9057)
H (4.1444, 4.5856, -3.2933)
H (4.4194, 5.1729, -1.2843)
C (1.8994, 0.3626, -4.1660)
C (0.5266, -0.1392, -3.6222)
O (0.5807, -1.4631, -3.1853)
H (2.6592, 0.2314, -3.3956)
H (1.8606, 1.4246, -4.4083)
H (2.2807, -0.2255, -5.0008)
H (-0.1794, -0.2557, -4.4444)
H (0.1441, 0.4399, -2.7816)
H (-0.2219, -1.4877, -2.6592)
C (2.6883, 2.2695, -1.5819)
C (3.1432, 1.1014, -0.7310)
O (4.5490, 0.9108, -0.9820)
H (2.9098, 3.1831, -1.0302)
H (1.6074, 2.3016, -1.7181)
H (3.2183, 2.1566, -2.5276)
H (2.8145, 0.1081, -1.0370)
H (2.8749, 1.2564, 0.3140)
H (5.0380, 0.4315, -0.3091)
C (-2.1009, -7.1267, 0.7173)
C (-2.8807, -7.3412, -0.5739)
O (-1.9700, -7.3565, -1.7231)
H (-1.7756, -6.1091, 0.9333)
H (-1.2539, -7.8124, 0.7381)
H (-2.6561, -7.3884, 1.6180)
H (-3.5452, -6.4851, -0.6907)
H (-3.5047, -8.2313, -0.6540)
H (-1.9995, -6.5835, -2.2916)
C (-2.2204, -1.7309, -5.7722)
C (-3.3029, -2.5287, -6.4895)
O (-2.8344, -3.6449, -7.1482)
H (-2.4774, -0.7238, -5.4438)
H (-1.3466, -1.5635, -6.4018)
H (-1.9174, -2.1470, -4.8114)
H (-3.8108, -1.9202, -7.2377)
H (-3.8659, -3.0117, -5.6908)
H (-2.3932, -4.0913, -6.4217)
C (-0.4469, -4.0533, -1.3035)
C (0.2793, -4.9687, -2.2355)
O (-0.0016, -4.5555, -3.4805)
H (-0.2200, -4.4216, -0.3030)
H (-1.5328, -4.1408, -1.2681)
H (-0.1563, -3.0036, -1.3456)
H (-0.1471, -5.9667, -2.1336)
H (1.3536, -4.9953, -2.0531)
H (0.2791, -3.6522, -3.6447)
C (-6.1917, -2.4095, -1.9976)
C (-5.8110, -3.3240, -0.7869)
O (-6.7987, -4.3555, -0.6308)
H (-5.3506, -1.7281, -2.1251)
H (-6.9733, -1.7389, -1.6406)
H (-6.4394, -2.9006, -2.9387)
H (-5.7021, -2.7477, 0.1319)
H (-4.8513, -3.8317, -0.8830)
H (-7.6622, -3.9655, -0.7854)

E_LUMO   0.00689 Ha
2S+1   1
Kohn-Sham gap   9.916 eV
Total charge   0
Highest occupied orbital energy   -9.7 eV


#Q
ORCA calculation (ωB97M-V/def2-TZVPD) on a 20-piece molecular cluster, C40H120O20 overall.

Geometry (Å):
C (5.2514, -0.4673, 2.0047)
C (4.4853, -1.6862, 1.4370)
O (4.0776, -2.4804, 2.5074)
H (6.1280, -0.6394, 2.6292)
H (4.5199, 0.1016, 2.5786)
H (5.5175, 0.1131, 1.1213)
H (5.0235, -2.2675, 0.6883)
H (3.6361, -1.3076, 0.8681)
H (3.3588, -3.0874, 2.3165)
C (2.2615, -5.4090, -3.5233)
C (3.3715, -6.2745, -2.9621)
O (2.7692, -7.0793, -2.0425)
H (2.4658, -4.9731, -4.5012)
H (2.1698, -4.6345, -2.7619)
H (1.3107, -5.9029, -3.7237)
H (4.0992, -5.6622, -2.4295)
H (3.9315, -6.8543, -3.6958)
H (3.3492, -7.8252, -1.8725)
C (-0.2500, 4.4199, 4.0010)
C (-0.6943, 2.9013, 4.2140)
O (-0.9074, 2.3083, 2.9131)
H (-1.1415, 4.9728, 3.7047)
H (0.5395, 4.4356, 3.2497)
H (0.0190, 4.9593, 4.9092)
H (-1.5975, 2.9197, 4.8239)
H (0.1420, 2.3944, 4.6954)
H (-1.3896, 1.4823, 2.9962)
C (-5.0898, -4.0130, -3.6218)
C (-6.1113, -3.0143, -2.9640)
O (-7.0745, -2.9182, -4.0355)
H (-5.4811, -5.0257, -3.7185)
H (-4.2228, -4.1019, -2.9672)
H (-4.7966, -3.6437, -4.6045)
H (-5.6919, -2.0416, -2.7073)
H (-6.6141, -3.4713, -2.1116)
H (-7.4363, -3.8073, -4.0281)
C (-1.2396, -1.3195, -3.6550)
C (-2.1358, -1.8291, -2.6489)
O (-2.6481, -0.9285, -1.7352)
H (-0.3215, -0.9936, -3.1660)
H (-1.6402, -0.3955, -4.0719)
H (-1.0249, -2.0192, -4.4627)
H (-1.7222, -2.7089, -2.1559)
H (-2.9842, -2.1454, -3.2558)
H (-3.1779, -0.3228, -2.2587)
C (-1.4329, -6.5248, -1.3950)
C (-0.5896, -7.5835, -0.8196)
O (0.0891, -8.1119, -1.9242)
H (-0.8435, -5.6296, -1.5937)
H (-2.2314, -6.3098, -0.6849)
H (-1.8718, -6.8143, -2.3498)
H (-0.9971, -8.3988, -0.2219)
H (0.1210, -7.0766, -0.1667)
H (1.0049, -7.8263, -1.8881)
C (1.4165, 0.9246, 0.5769)
C (0.0382, 0.2660, 0.2125)
O (0.1017, -0.6456, -0.9292)
H (2.2158, 0.2049, 0.7542)
H (1.3687, 1.5457, 1.4714)
H (1.7627, 1.5694, -0.2308)
H (-0.6487, 1.0762, -0.0322)
H (-0.2603, -0.2475, 1.1265)
H (-0.7420, -1.0544, -1.1359)
C (-5.1251, -4.1462, 1.4777)
C (-3.8196, -3.4455, 0.8920)
O (-4.1824, -2.4405, 0.0542)
H (-4.9181, -4.9793, 2.1495)
H (-5.8298, -4.3842, 0.6809)
H (-5.5361, -3.3783, 2.1330)
H (-3.3244, -4.2440, 0.3394)
H (-3.0768, -3.0894, 1.6057)
H (-3.4232, -2.0476, -0.3827)
C (3.9925, 0.9995, -2.4769)
C (5.0655, 2.0423, -2.1283)
O (5.9117, 1.4450, -1.1689)
H (4.5245, 0.2649, -3.0815)
H (3.1253, 1.4912, -2.9178)
H (3.4815, 0.5297, -1.6366)
H (4.7501, 3.0596, -1.8962)
H (5.7120, 2.3149, -2.9625)
H (6.1741, 0.6269, -1.5972)
C (1.5988, 8.3623, -0.9834)
C (0.9793, 7.7653, -2.2404)
O (1.7571, 6.5913, -2.5649)
H (0.8875, 9.1349, -0.6914)
H (2.5531, 8.8411, -1.2030)
H (1.7174, 7.7027, -0.1238)
H (0.9818, 8.5115, -3.0349)
H (-0.0405, 7.4472, -2.0236)
H (1.4012, 5.7514, -2.2657)
C (0.7130, 3.7804, -3.9220)
C (0.4558, 3.1582, -2.5480)
O (0.8057, 4.1954, -1.7156)
H (0.9593, 2.9583, -4.5939)
H (1.5236, 4.5091, -3.9236)
H (-0.1860, 4.2818, -4.2806)
H (1.1343, 2.4070, -2.1437)
H (-0.5823, 2.8325, -2.4811)
H (0.3513, 3.9131, -0.9185)
C (-3.7353, 3.0562, -3.7390)
C (-3.9830, 2.2446, -2.4841)
O (-4.0984, 0.9734, -2.9653)
H (-3.9688, 4.1187, -3.6709)
H (-4.1215, 2.6742, -4.6840)
H (-2.6482, 3.0774, -3.8157)
H (-4.9257, 2.5673, -2.0423)
H (-3.2575, 2.2504, -1.6707)
H (-4.9420, 0.7131, -3.3423)
C (5.4549, 5.1637, 0.0543)
C (6.2772, 4.1001, 0.7008)
O (5.5279, 2.9384, 1.1145)
H (4.6880, 5.3679, 0.8015)
H (4.8946, 4.8650, -0.8316)
H (6.0072, 6.0503, -0.2573)
H (6.8337, 4.5020, 1.5475)
H (7.0700, 3.8462, -0.0029)
H (5.6873, 2.3165, 0.4008)
C (-3.7817, 0.8337, 5.5301)
C (-2.5887, 0.0676, 4.8937)
O (-2.5540, 0.3075, 3.4850)
H (-3.6601, 0.9112, 6.6105)
H (-4.7332, 0.3253, 5.3743)
H (-3.8625, 1.8197, 5.0725)
H (-2.6924, -0.9752, 5.1938)
H (-1.5992, 0.3341, 5.2652)
H (-3.4626, 0.1414, 3.2237)
C (4.6650, -0.0116, 6.7083)
C (4.6831, -0.4205, 5.2459)
O (4.7096, -1.8225, 5.0158)
H (4.5443, 1.0712, 6.7398)
H (5.6616, -0.2390, 7.0868)
H (3.7751, -0.4736, 7.1358)
H (5.4317, 0.2091, 4.7650)
H (3.7744, -0.0882, 4.7438)
H (4.6651, -1.9956, 4.0726)
C (-2.3656, 5.5073, -0.4052)
C (-2.3285, 4.3685, 0.6139)
O (-0.9758, 3.9422, 0.5238)
H (-1.6456, 6.2990, -0.1982)
H (-3.3506, 5.9722, -0.4464)
H (-2.0937, 5.1410, -1.3951)
H (-3.0459, 3.5875, 0.3618)
H (-2.5130, 4.9086, 1.5425)
H (-0.6847, 3.5416, 1.3462)
C (0.1899, -4.0381, 1.6417)
C (1.2921, -5.1967, 1.6708)
O (2.2483, -4.8485, 2.6852)
H (0.5928, -3.2352, 1.0243)
H (-0.0084, -3.5362, 2.5888)
H (-0.7505, -4.3865, 1.2147)
H (1.8363, -5.3186, 0.7344)
H (0.7767, -6.1270, 1.9098)
H (1.9020, -4.6865, 3.5658)
C (3.0532, 3.2410, 5.2535)
C (3.7570, 3.0746, 3.8913)
O (3.6419, 4.2119, 3.0615)
H (2.1220, 3.7748, 5.0640)
H (3.6083, 3.8683, 5.9509)
H (2.7209, 2.3040, 5.7004)
H (3.3538, 2.2264, 3.3380)
H (4.8076, 2.8310, 4.0492)
H (4.1046, 3.9144, 2.2748)
C (-5.3074, 1.8030, 2.1755)
C (-5.5328, 0.3906, 1.5948)
O (-4.7996, -0.5686, 2.3861)
H (-5.8134, 2.5398, 1.5516)
H (-4.2715, 2.1286, 2.2698)
H (-5.8657, 1.9053, 3.1061)
H (-5.2685, 0.5126, 0.5444)
H (-6.6003, 0.1713, 1.6127)
H (-4.5981, -1.2679, 1.7601)
C (-0.8578, -5.0536, -4.9917)
C (-2.0713, -4.4982, -5.6230)
O (-1.7055, -3.8574, -6.8090)
H (-0.6192, -6.0002, -5.4766)
H (-1.0351, -5.3343, -3.9535)
H (-0.0216, -4.3550, -5.0196)
H (-2.3445, -3.6271, -5.0276)
H (-2.8505, -5.2509, -5.7432)
H (-2.4665, -3.6841, -7.3680)

E_LUMO   0.00802 Ha
2S+1   1
Kohn-Sham gap   9.359 eV
Total charge   0
Highest occupied orbital energy   -9.1 eV


Going by the computed energies, the most stable comes first: #P, #Q.